(1)
{"formula": "C42H75FN2O10", "method": "ωB97M-V/def2-TZVPD", "max_force_ev_per_a": 3.2, "charge": 0, "molar_mass_g_mol": 787.06, "lumo_ev": 0.28, "smiles": "CCCCCCCCCCC[C@H]1C(=O)N[C@@](F)(CCCCCCCCCC)[C@@H]1c1ccncc1.CCOC(=O)OC.CCOC(=O)OC.CCOC(=O)OC", "species": ["C", "C", "C", "C", "C", "C", "C", "C", "C", "C", "C", "C", "C", "O", "N", "C", "F", "C", "C", "C", "C", "C", "C", "C", "C", "C", "C", "C", "C", "C", "C", "N", "C", "C", "H", "H", "H", "H", "H", "H", "H", "H", "H", "H", "H", "H", "H", "H", "H", "H", "H", "H", "H", "H", "H", "H", "H", "H", "H", "H", "H", "H", "H", "H", "H", "H", "H", "H", "H", "H", "H", "H", "H", "H", "H", "H", "H", "H", "H", "H", "H", "H", "H", "H", "H", "C", "C", "O", "C", "O", "O", "C", "H", "H", "H", "H", "H", "H", "H", "H", "C", "C", "O", "C", "O", "O", "C", "H", "H", "H", "H", "H", "H", "H", "H", "C", "C", "O", "C", "O", "O", "C", "H", "H", "H", "H", "H", "H", "H", "H"], "positions_angstrom": [[4.884629, -3.226857, 3.668496], [6.147719, -2.576790, 2.952171], [5.592388, -1.708646, 1.747100], [6.758038, -0.780675, 1.213410], [6.352820, 0.734988, 1.031129], [4.968205, 0.934440, 0.328591], [4.551245, 2.473131, 0.405712], [2.969710, 2.545729, 0.408332], [2.494005, 2.216790, 1.890305], [1.149970, 1.371992, 1.859127], [0.157354, 1.814020, 3.004689], [-1.251485, 1.112872, 2.771537], [-1.605608, 0.162025, 4.002144], [-0.864105, -0.530515, 4.624037], [-3.039777, 0.271269, 4.326327], [-3.596586, 0.832014, 3.046158], [-3.353901, -0.246552, 2.178705], [-5.082123, 1.171702, 3.423007], [-6.178428, 0.644846, 2.421402], [-5.857184, 0.835756, 0.894434], [-6.212775, -0.419165, -0.007176], [-5.702350, -1.798611, 0.565706], [-4.785358, -2.609452, -0.435237], [-3.338797, -2.890983, 0.099030], [-3.265806, -3.493166, 1.567100], [-4.355445, -4.612101, 1.911062], [-5.009104, -4.254889, 3.310982], [-2.551112, 2.026867, 2.843432], [-2.792843, 2.991401, 1.638500], [-1.719620, 3.373957, 0.728514], [-2.050301, 4.236778, -0.373696], [-3.259226, 4.743525, -0.678464], [-4.227086, 4.409541, 0.196672], [-4.103245, 3.566370, 1.354233], [4.415591, -2.417223, 4.269832], [5.277408, -4.045845, 4.319912], [4.166929, -3.666677, 2.938394], [6.627370, -1.849433, 3.654533], [6.858026, -3.345693, 2.571047], [5.245605, -2.358160, 0.909872], [4.731207, -1.130901, 2.170556], [7.569131, -0.812674, 1.986919], [7.216100, -1.212056, 0.264985], [6.425844, 1.242896, 2.021184], [7.123662, 1.191495, 0.354316], [4.146978, 0.350319, 0.805379], [4.995721, 0.688287, -0.762725], [5.023366, 3.026704, -0.436611], [4.911744, 2.830905, 1.404199], [2.557892, 1.833459, -0.342904], [2.666004, 3.599920, 0.208207], [2.301177, 3.167927, 2.450112], [3.267130, 1.596928, 2.405707], [0.718983, 1.499943, 0.835260], [1.357491, 0.273033, 1.968562], [0.600769, 1.456767, 3.962425], [-0.001245, 2.915955, 2.951422], [-1.082620, 0.585928, 1.798620], [-3.231163, 1.010416, 5.009107], [-5.279873, 0.658874, 4.401905], [-5.177226, 2.265064, 3.655683], [-7.107778, 1.241231, 2.631673], [-6.422774, -0.401374, 2.716784], [-6.515818, 1.665905, 0.519516], [-4.803796, 1.103735, 0.663270], [-7.301356, -0.464703, -0.235423], [-5.666483, -0.257460, -0.975750], [-6.619175, -2.435370, 0.711901], [-5.252061, -1.722086, 1.587691], [-5.275208, -3.592008, -0.654375], [-4.696561, -2.085501, -1.419128], [-2.755365, -1.935306, 0.099793], [-2.798650, -3.577456, -0.608652], [-2.258985, -3.986842, 1.656094], [-3.282480, -2.722817, 2.375376], [-5.094674, -4.820021, 1.106380], [-3.808577, -5.578980, 2.079577], [-4.952082, -3.171097, 3.565042], [-6.089223, -4.541493, 3.376795], [-4.419081, -4.795779, 4.095387], [-2.440188, 2.657712, 3.764650], [-0.684245, 3.019505, 0.875352], [-1.213718, 4.500669, -1.063323], [-5.247124, 4.808153, -0.017740], [-4.996292, 3.363989, 1.967385], [11.634443, -0.346106, -4.499840], [11.381665, -0.172718, -3.015568], [9.980887, -0.230691, -2.716876], [9.447485, -1.456682, -2.695040], [10.033790, -2.490343, -2.889740], [8.138952, -1.333655, -2.440493], [7.423229, -2.567060, -2.478707], [11.048805, 0.374270, -5.074700], [12.692070, -0.207900, -4.729128], [11.337739, -1.340274, -4.836729], [11.723695, 0.813841, -2.701131], [11.931279, -0.908224, -2.424992], [7.882284, -3.313501, -1.830385], [7.368841, -2.933023, -3.504793], [6.410934, -2.380186, -2.123819], [0.798524, -8.106743, -4.386450], [0.496505, -6.627047, -4.258257], [-0.790730, -6.408910, -3.667508], [-0.849130, -6.566439, -2.340425], [0.070220, -6.857496, -1.618630], [-2.114506, -6.364371, -1.955465], [-2.340790, -6.591669, -0.564100], [-0.004977, -8.616476, -4.922059], [1.736908, -8.263526, -4.920522], [0.878858, -8.578961, -3.406431], [0.461269, -6.175723, -5.250391], [1.271854, -6.105412, -3.693696], [-1.647793, -6.017798, 0.051580], [-2.258823, -7.657259, -0.345534], [-3.352432, -6.264636, -0.330841], [-4.194453, 6.163142, -3.852975], [-3.816093, 7.228608, -2.844788], [-4.021755, 8.545142, -3.380798], [-5.288162, 8.968025, -3.398062], [-6.248117, 8.357579, -3.000437], [-5.310662, 10.186109, -3.955537], [-6.622289, 10.722806, -4.121132], [-3.668084, 6.324303, -4.796547], [-3.948691, 5.171179, -3.472712], [-5.262516, 6.191385, -4.074733], [-2.753673, 7.148691, -2.614871], [-4.358428, 7.105848, -1.906743], [-7.177974, 10.708038, -3.183660], [-7.157704, 10.167155, -4.892089], [-6.516575, 11.756328, -4.445885]], "atomic_forces_ev_per_a": [[1.58, -0.06, -0.05], [-1.93, 0.31, -0.72], [1.34, -0.03, 0.48], [-0.07, 0.08, 0.08], [0.27, -1.01, -1.11], [0.10, 1.47, 0.19], [-0.60, -1.32, 0.18], [1.26, 0.66, 1.24], [-0.86, -0.89, -0.84], [0.37, 0.53, 0.44], [-0.37, -0.77, -0.96], [0.67, 0.51, 1.05], [-0.54, 0.46, -0.40], [0.31, 0.15, -0.02], [0.79, 0.42, -1.43], [0.44, 0.51, 3.17], [-1.01, 1.41, -0.22], [-0.43, -0.52, -0.37], [-0.11, 0.91, 0.23], [-0.98, -0.52, -0.57], [1.06, 0.14, 0.20], [-0.89, -0.62, -0.42], [0.31, -0.24, 0.32], [0.05, 0.14, 0.46], [0.17, -0.92, -0.61], [0.76, 0.33, 1.00], [-0.10, -0.42, -0.13], [0.50, -0.59, -2.34], [-0.16, 0.72, -1.18], [-2.31, 0.38, 0.27], [1.11, -0.69, 0.45], [0.34, -0.97, 1.50], [-0.82, -0.59, 0.92], [2.13, 0.22, -1.02], [0.03, -0.80, -0.33], [-0.70, 0.64, -0.21], [0.50, 0.42, 0.52], [-0.10, -0.88, -0.49], [-0.35, 0.61, 0.46], [-0.06, 0.39, 0.75], [0.68, -0.33, -0.58], [-0.50, 0.06, -0.74], [-0.69, 0.61, 1.04], [-0.39, -0.26, -0.69], [-0.55, -0.15, 0.74], [0.72, 0.24, -0.32], [0.14, -0.21, 0.91], [-0.32, -0.20, 0.72], [-0.19, 0.17, -1.00], [0.16, 0.60, 0.52], [-0.05, -0.85, -0.27], [0.41, -0.81, -0.40], [-0.48, 0.74, -0.22], [-0.05, -0.07, 0.86], [-0.12, 0.94, -0.08], [-0.40, 0.67, -0.50], [0.38, -0.69, 0.41], [-0.99, 0.15, 0.91], [0.40, -0.63, 0.31], [0.22, 0.39, -0.88], [0.19, -0.90, -0.51], [0.73, -0.65, -0.06], [0.33, 0.67, -0.53], [0.85, -0.51, 0.26], [-0.69, -0.16, 0.50], [0.73, 0.07, 0.26], [-0.73, -0.04, 0.71], [0.79, 0.55, 0.06], [-0.13, 0.11, -1.06], [0.39, 0.78, 0.11], [-0.13, -0.32, 0.76], [-0.42, -0.66, 0.01], [-0.58, 0.53, 0.56], [-0.78, 0.55, -0.05], [-0.12, -0.40, -0.90], [0.42, 0.51, 0.56], [-0.53, 0.76, -0.34], [-0.01, -0.69, -0.40], [0.94, 0.02, 0.01], [-0.73, 0.50, -0.48], [-0.56, -0.69, -0.62], [-0.85, 0.29, -0.23], [-0.80, -0.15, 0.52], [0.93, -0.25, 0.09], [0.72, 0.16, -0.48], [-0.21, -0.18, -0.17], [0.54, 0.06, -0.24], [-0.16, -0.12, 0.21], [0.03, 0.17, -0.16], [-0.10, 0.11, 0.10], [0.16, 0.04, 0.08], [-0.30, -0.32, 0.01], [0.11, 0.09, 0.08], [-0.03, 0.03, 0.04], [0.09, 0.00, 0.10], [-0.30, 0.00, 0.09], [-0.19, -0.09, -0.05], [0.10, 0.04, -0.14], [0.12, -0.08, 0.08], [0.12, 0.28, 0.00], [-0.12, -0.20, 0.22], [0.47, -0.21, -0.27], [-0.09, 0.18, 0.19], [-0.07, -0.13, -0.16], [-0.12, 0.11, -0.07], [0.17, 0.08, -0.07], [-0.19, -0.03, 0.37], [0.07, 0.09, -0.11], [-0.04, 0.04, -0.01], [0.08, 0.10, -0.01], [-0.28, 0.07, 0.12], [-0.15, -0.08, 0.15], [0.08, -0.13, -0.09], [0.14, 0.08, 0.06], [0.02, 0.03, -0.29], [-0.23, 0.03, -0.23], [0.07, -0.63, 0.10], [-0.15, 0.29, 0.08], [0.22, -0.16, -0.14], [0.08, 0.17, 0.00], [0.01, -0.10, 0.14], [-0.27, 0.23, -0.08], [0.10, -0.02, 0.09], [0.04, 0.08, 0.06], [0.02, 0.00, 0.12], [-0.04, 0.29, -0.06], [-0.08, 0.11, -0.13], [0.02, -0.15, -0.07], [-0.05, -0.05, 0.15], [0.24, -0.10, 0.00]]}

(2)
{"formula": "C10H13OP", "method": "ωB97M-V/def2-TZVPD", "max_force_ev_per_a": 3.6, "charge": 0, "molar_mass_g_mol": 180.19, "lumo_ev": -0.20, "de_lowest_ev": 1.058, "species": ["C", "C", "C", "C", "C", "C", "C", "C", "C", "C", "O", "P", "H", "H", "H", "H", "H", "H", "H", "H", "H", "H", "H", "H", "H"], "positions_angstrom": [[2.245203, 2.356633, 0.270359], [1.224346, 2.393578, -0.825091], [2.421277, 1.207949, 1.016910], [0.383999, 1.338941, -0.938461], [1.505131, 0.023091, 0.727287], [0.329280, 0.148975, -0.125101], [-3.004115, -0.345228, 0.020166], [-0.457388, -2.051117, 0.722193], [-1.819765, -0.597727, -0.901076], [-0.573790, -0.869015, -0.225218], [2.479869, -2.353772, -0.347137], [2.476476, -0.933567, -0.688533], [2.777613, 3.236440, 0.568924], [1.325629, 3.280341, -1.541540], [3.140028, 1.200600, 1.811051], [-0.408387, 1.371886, -1.608803], [1.309798, -0.574155, 1.613126], [-3.169995, -1.097567, 0.831671], [-3.848689, -0.107148, -0.598183], [-3.023114, 0.676119, 0.408588], [-1.056383, -1.900466, 1.603416], [-0.881939, -2.978257, 0.300334], [0.559944, -2.156520, 1.005421], [-1.726756, 0.227616, -1.592587], [-2.208280, -1.497628, -1.507728]], "atomic_forces_ev_per_a": [[-0.33, -2.10, 0.75], [1.37, 0.08, 0.39], [-2.39, 1.85, -1.94], [-0.07, 1.34, -0.05], [2.74, -0.25, 0.74], [0.53, 0.14, 0.31], [-0.26, 1.22, 0.69], [-0.97, 0.09, -1.18], [-2.32, -2.07, -1.67], [1.02, 0.59, 1.47], [0.24, -1.03, 0.11], [-0.47, 0.81, 0.47], [0.37, 0.38, -0.30], [-0.78, -1.53, 1.06], [0.14, -0.32, 0.32], [-0.90, 0.53, -1.61], [0.50, -0.06, -0.05], [-0.05, 0.69, -0.94], [-1.02, -1.27, -0.53], [1.05, -0.05, 1.02], [-0.27, 0.39, 0.62], [0.50, 0.30, -0.16], [0.54, -0.75, 0.20], [-0.20, 0.00, -0.18], [1.03, 1.03, 0.50]]}

(3)
{"formula": "C4H10NOS", "method": "ωB97M-V/def2-TZVPD", "max_force_ev_per_a": 3.3, "charge": -1, "molar_mass_g_mol": 120.20, "lumo_ev": 2.96, "smiles": "N[C@H](C[O-])CCS", "de_lowest_ev": 2.853, "species": ["C", "O", "C", "C", "C", "S", "N", "H", "H", "H", "H", "H", "H", "H", "H", "H", "H"], "positions_angstrom": [[1.696091, 0.768068, 0.895960], [2.162962, 0.531118, 2.132682], [0.439940, -0.028050, 0.537220], [-0.103130, 0.482391, -0.819891], [-1.246815, -0.370606, -1.342654], [-1.000870, -2.122549, -1.463296], [-0.529214, 0.066056, 1.646957], [2.501816, 0.656542, 0.120378], [1.391767, 1.857111, 0.697089], [0.600894, -1.097210, 0.362124], [0.703357, 0.556192, -1.559928], [-0.370605, 1.529009, -0.655926], [-2.044288, -0.179131, -0.611999], [-1.684121, 0.052324, -2.253788], [-2.016122, -2.715883, -2.104150], [-0.109962, 0.792192, 2.230548], [-0.391694, -0.777574, 2.188678]], "atomic_forces_ev_per_a": [[1.11, 0.34, 0.43], [-0.23, 0.17, 0.05], [-0.20, -0.24, -1.11], [0.78, -0.44, 0.33], [-2.58, 2.08, 0.20], [1.71, -1.42, 0.37], [-0.04, 0.33, -0.58], [-0.36, -0.41, -0.30], [-0.15, -0.15, 0.26], [0.64, 0.00, 0.29], [0.19, -0.37, 0.19], [-0.75, -0.11, -0.18], [0.05, -0.36, 0.06], [0.43, -0.23, -0.26], [-0.46, 0.89, -0.15], [-0.12, -0.18, 0.24], [-0.05, 0.10, 0.16]]}

In order of appearance, HOMO energy = -9.803, -7.307, -2.429 eV.